91
Properties=species:S:1:pos:R:3:forces:R:3 method="wB97M-V/def2-TZVPD" gap_ev=9.99 smiles="O=S1(=O)CCCC1.O=S1(=O)CCCC1.O=S1(=O)CCCC1.O=S1(=O)CCCC1.O=S1(=O)CCCC1.BrCCBr.BrCCBr" e_tot_ha=-13982.56750 spin_multiplicity=1
O -27.1768 -6.0439 -24.5076 -0.17 0.19 0.29
S -26.1932 -6.7121 -25.3073 1.10 -0.77 -0.98
O -26.5484 -7.1612 -26.6459 0.10 0.51 0.39
C -24.6109 -5.7330 -25.3680 -1.62 -0.51 -0.19
C -23.7982 -6.3041 -24.2288 0.09 -1.03 0.12
C -24.0034 -7.8363 -24.1872 0.08 -0.24 0.15
C -25.4704 -8.1102 -24.4221 -0.94 -0.23 0.76
H -24.9513 -4.7114 -25.2300 0.30 0.16 -0.05
H -24.3454 -5.9415 -26.4036 0.74 0.17 0.15
H -22.7242 -6.1331 -24.2433 -0.08 0.55 -0.14
H -24.2348 -5.9447 -23.2945 0.25 0.34 0.02
H -23.7171 -8.2347 -23.2114 -0.02 0.13 0.04
H -23.4094 -8.4137 -24.8988 0.10 0.46 -0.27
H -26.0484 -8.1313 -23.4937 0.19 0.02 0.08
H -25.6630 -9.0584 -24.9178 -0.11 0.23 -0.36
O -18.9942 -8.6660 -21.4041 0.11 0.80 -0.42
S -19.0554 -7.2135 -21.4599 -0.29 0.52 0.78
O -18.0125 -6.4002 -22.0711 -0.77 -0.87 0.09
C -20.7259 -6.6757 -22.0553 0.94 0.23 0.43
C -21.2363 -5.7060 -20.9569 -0.11 0.09 -0.40
C -20.8002 -6.3656 -19.6306 -0.42 1.43 -0.12
C -19.3069 -6.6061 -19.7548 -0.40 -1.81 -0.42
H -21.3510 -7.5645 -22.1087 0.02 -0.07 0.03
H -20.5272 -6.2839 -23.0499 -0.25 0.25 0.03
H -20.8679 -4.6804 -21.0263 0.55 -0.20 -0.26
H -22.3117 -5.5639 -21.0771 -0.10 -0.39 0.27
H -21.4863 -7.1997 -19.4823 0.68 -0.57 0.14
H -20.8832 -5.7259 -18.7478 -0.56 0.19 -0.22
H -19.0527 -7.4552 -19.1201 0.56 0.23 0.05
H -18.6886 -5.7307 -19.5931 -0.06 0.08 0.04
O -23.7256 -9.4400 -20.5869 0.20 0.23 0.45
S -23.9244 -10.4099 -19.5326 -0.29 -1.29 0.16
O -25.1429 -11.1970 -19.5488 0.30 0.57 0.20
C -22.5551 -11.6013 -19.4763 0.15 0.44 0.19
C -22.1138 -11.6417 -18.0142 -0.93 -0.48 0.50
C -22.3462 -10.2710 -17.3506 1.55 0.77 -0.75
C -23.6553 -9.7019 -17.8365 -1.18 -0.63 -0.83
H -21.7550 -11.2602 -20.1331 -0.03 0.20 0.04
H -22.9317 -12.5464 -19.8561 -0.15 0.02 0.05
H -22.7452 -12.3039 -17.4108 -0.07 -0.36 -0.51
H -21.1110 -12.0541 -17.9317 0.17 0.40 0.12
H -21.5361 -9.6001 -17.6631 0.00 0.00 0.21
H -22.3010 -10.3737 -16.2694 -0.10 0.13 0.02
H -23.8296 -8.6400 -17.9954 0.61 0.16 0.35
H -24.4692 -10.0783 -17.2146 -0.17 -0.05 -0.30
O -30.8072 -3.8772 -26.2421 -0.50 -0.20 0.04
S -30.9113 -5.3210 -26.1584 2.10 -0.34 0.13
O -30.6936 -5.9624 -24.8636 -0.72 0.49 -1.25
C -32.3746 -5.9225 -27.0328 -0.72 0.40 1.40
C -31.9515 -6.3397 -28.4151 0.44 -0.49 -0.91
C -30.5580 -5.7982 -28.7415 0.80 1.41 1.68
C -29.7466 -5.9360 -27.4235 -0.91 -1.07 -0.72
H -33.1545 -5.1614 -26.9715 0.32 0.29 -0.22
H -32.7585 -6.7241 -26.4002 0.18 -0.23 -0.23
H -31.8879 -7.4304 -28.4040 -0.13 0.02 -0.33
H -32.6315 -6.0107 -29.1993 -0.28 -0.20 0.19
H -30.5728 -4.7110 -28.8793 -0.37 -0.12 -0.67
H -30.0183 -6.2771 -29.5518 -0.29 -0.11 -0.17
H -28.7968 -5.4120 -27.4143 -0.04 0.12 0.31
H -29.5995 -7.0171 -27.3484 0.27 0.13 0.81
O -25.7928 -2.4866 -32.4039 0.59 -0.08 -0.12
S -24.6628 -3.3730 -32.1967 -0.30 0.02 0.85
O -23.5805 -3.4640 -33.1515 -0.40 0.06 0.23
C -23.9511 -3.0717 -30.4899 0.39 0.42 -1.45
C -24.5645 -4.1786 -29.6687 -1.65 0.52 -0.78
C -24.6645 -5.4293 -30.5473 0.65 -1.11 0.26
C -25.3611 -5.0160 -31.8280 -0.32 1.14 0.34
H -24.2382 -2.0512 -30.2412 -0.19 -0.11 0.19
H -22.8807 -3.0576 -30.7017 0.08 -0.41 0.42
H -24.3710 -4.2689 -28.6041 0.90 -0.21 -0.17
H -25.6180 -3.8551 -29.6396 -0.03 -0.07 0.30
H -25.2357 -6.1811 -29.9987 -0.04 -0.08 -0.20
H -23.7112 -5.8929 -30.8198 0.17 0.20 0.35
H -26.3979 -4.7844 -31.5775 -0.08 -0.09 -0.32
H -25.3080 -5.6152 -32.7303 0.25 -0.26 0.16
Br -29.0340 -0.7465 -29.7775 -0.06 -0.07 0.23
C -28.0564 -2.1299 -28.7981 -0.89 -0.27 -0.19
C -27.7452 -1.6767 -27.3968 0.28 0.40 -0.14
Br -26.4103 -2.8613 -26.6395 0.20 -0.15 -0.05
H -27.2456 -2.3724 -29.4733 0.40 0.12 0.38
H -28.7202 -2.9913 -28.7227 0.01 0.03 -0.24
H -28.6003 -1.7483 -26.7316 -0.12 0.00 -0.13
H -27.3370 -0.6704 -27.3645 0.08 -0.06 0.01
Br -27.9674 -2.0023 -23.5312 -0.17 0.00 0.43
C -28.7751 -2.8939 -21.9813 -0.29 -0.32 0.05
C -28.8154 -4.3773 -22.2982 0.43 0.51 -0.85
Br -29.3419 -5.4147 -20.7586 0.07 0.00 0.03
H -29.7624 -2.4707 -21.8186 0.02 0.06 -0.13
H -28.1605 -2.6999 -21.1068 0.14 0.12 -0.14
H -27.8252 -4.6542 -22.6567 -0.04 -0.44 0.46
H -29.4796 -4.6181 -23.1259 -0.24 0.04 0.21

***

81
Properties=species:S:1:pos:R:3:forces:R:3 method="wB97M-V/def2-TZVPD" gap_ev="5.88 / 5.86" s_squared=2.01 e_tot_ha=-3098.19671 spin_multiplicity=3 total_charge=-1
V 0.5895 0.8534 1.3655 0.72 0.31 -0.45
O -1.3407 4.0919 -0.4316 -0.04 0.00 -0.06
C -0.9027 3.1953 0.2766 0.01 -0.11 0.15
O -0.0598 2.2803 -0.0194 0.14 0.06 0.22
C -1.4037 3.0560 1.7087 -0.11 0.14 0.00
C -2.3027 3.8715 2.3746 0.12 -0.06 -0.14
C -2.6411 3.5334 3.6789 -0.06 0.02 0.10
C -2.1336 2.3772 4.2623 0.01 -0.05 -0.13
C -1.2650 1.6066 3.5075 -0.12 -0.27 0.59
N -0.8976 1.9911 2.3051 -0.01 -0.20 -0.43
C -0.7522 0.2096 3.8589 -0.15 0.02 -0.38
O -1.1090 -0.3304 4.8885 0.13 0.01 0.11
O -0.0658 -0.3083 2.8906 -0.03 0.18 0.13
H -2.6994 4.7362 1.8613 -0.03 0.01 0.04
H -3.3266 4.1611 4.2360 0.00 -0.01 0.00
H -2.4121 2.0408 5.2505 -0.01 0.03 0.01
C -3.6797 -3.4774 -3.9356 0.01 0.01 0.02
O -2.5925 -3.0204 -3.1603 0.02 0.02 0.01
C -1.3703 -3.5846 -3.3882 0.02 -0.01 0.03
C -1.1180 -4.5492 -4.3434 0.04 0.01 0.03
C 0.1704 -5.0676 -4.4798 -0.04 -0.02 -0.04
C 1.1782 -4.6303 -3.6482 0.04 0.02 0.05
C 0.9242 -3.6690 -2.6720 0.01 -0.06 -0.03
C -0.3415 -3.1176 -2.5407 -0.14 0.05 -0.09
N -0.7116 -2.1658 -1.5958 0.01 0.06 0.08
C 0.0668 -1.2201 -0.9427 0.01 0.15 0.07
N 1.2592 -0.9826 -1.5079 0.07 0.07 0.06
C 2.2755 -0.0438 -1.1741 -0.20 -0.14 -0.18
C 2.2613 0.7529 -0.0382 -0.16 -0.16 0.32
C 3.3514 1.6318 0.0797 -0.04 -0.05 0.11
C 4.3662 1.7102 -0.8585 0.08 -0.03 -0.08
C 4.3539 0.8840 -1.9783 -0.06 0.01 0.07
C 3.2995 0.0103 -2.1296 0.02 -0.01 0.01
O 3.2198 -0.8677 -3.2129 0.04 0.02 0.03
C 3.1916 -0.2241 -4.4768 -0.03 0.00 0.03
N -0.3818 -0.6209 0.1224 -0.14 -0.36 -0.11
C -1.7249 -0.9250 0.5002 0.01 0.39 -0.05
C -2.0407 -1.8359 1.4906 -0.01 -0.05 -0.06
C -3.3609 -2.0198 1.8902 0.08 -0.04 0.01
C -4.3673 -1.2784 1.3009 -0.04 0.03 0.00
C -4.0742 -0.3489 0.3069 0.05 -0.04 -0.01
C -2.7563 -0.1753 -0.0994 0.02 0.13 0.10
O -2.3550 0.7070 -1.0477 -0.01 -0.26 -0.09
C -3.3351 1.4864 -1.6945 -0.06 0.10 0.03
H -4.5489 -2.9233 -3.5914 0.00 0.00 -0.01
H -3.8472 -4.5477 -3.7859 -0.01 0.01 -0.02
H -3.5163 -3.2778 -4.9982 -0.02 -0.01 0.00
H -1.9121 -4.8993 -4.9869 0.02 -0.01 -0.01
H 0.3667 -5.8169 -5.2351 0.00 0.00 -0.01
H 2.1777 -5.0346 -3.7363 0.00 -0.01 -0.01
H 1.7169 -3.3563 -2.0073 0.00 -0.07 0.00
H -1.7038 -2.0677 -1.4476 -0.01 -0.06 0.03
H 1.4232 -1.4299 -2.3966 0.02 0.08 0.02
H 3.4118 2.2717 0.9523 -0.02 0.00 -0.01
H 5.1846 2.4060 -0.7142 0.00 0.00 0.00
H 5.1497 0.9079 -2.7121 0.02 0.01 0.00
H 4.1185 0.3203 -4.6691 0.00 0.00 -0.02
H 2.3526 0.4757 -4.5345 0.01 0.01 -0.01
H 3.0720 -1.0048 -5.2266 0.00 0.00 0.00
H -1.2330 -2.3691 1.9696 0.02 -0.02 0.03
H -3.5827 -2.7249 2.6798 -0.03 0.01 0.00
H -5.3936 -1.4033 1.6230 -0.01 0.00 0.00
H -4.8630 0.2448 -0.1325 -0.02 -0.01 0.01
H -2.8116 2.0387 -2.4700 0.00 0.04 0.05
H -3.7915 2.1979 -0.9998 -0.01 -0.01 -0.02
H -4.1144 0.8619 -2.1445 0.02 -0.01 -0.01
C 1.4318 4.1061 2.7812 -0.01 0.17 -0.11
C 2.2011 2.9083 3.2355 0.02 -0.05 -0.17
C 3.2628 2.8944 4.1143 0.05 -0.06 0.01
C 3.7147 1.5513 4.1803 0.05 0.08 0.01
C 2.9072 0.8254 3.3343 -0.13 -0.11 -0.04
C 2.9631 -0.6449 3.0691 0.11 -0.15 -0.07
N 1.9747 1.6435 2.7472 -0.20 0.27 0.11
H 2.0253 5.0082 2.9469 -0.01 -0.02 0.05
H 0.4824 4.2490 3.3067 -0.01 -0.07 0.04
H 1.2141 4.0674 1.7106 0.01 -0.04 0.00
H 3.6684 3.7563 4.6238 0.01 0.01 0.02
H 4.5319 1.1521 4.7631 0.01 0.01 0.01
H 3.9520 -1.0253 3.3359 -0.03 0.00 0.04
H 2.8177 -0.8783 2.0079 -0.03 0.07 -0.01
H 2.2112 -1.2067 3.6270 -0.01 0.05 0.02

***

59
Properties=species:S:1:pos:R:3:forces:R:3 method="wB97M-V/def2-TZVPD" gap_ev="4.94 / 5.16" e_tot_ha=-3315.85412 spin_multiplicity=1 total_charge=+2
W -7.8631 -11.2246 10.1299 4.23 1.53 0.88
N -10.8962 -11.1839 11.2107 0.22 1.93 0.46
P -9.6839 -9.8342 11.2826 -1.70 -1.13 -0.23
C -9.6649 -9.4892 12.9974 0.59 0.67 1.00
C -8.4994 -9.2901 13.7705 -1.25 -0.47 -0.46
C -8.6096 -8.9757 15.1180 1.03 0.69 0.58
C -9.8555 -8.9753 15.7275 -0.28 -0.62 -1.24
C -10.9811 -9.2899 14.9458 -1.08 1.09 0.87
C -10.9396 -9.3363 13.5600 0.87 -0.89 0.77
C -10.2722 -8.3340 10.4527 -0.25 -1.65 -0.37
C -10.7490 -8.6003 9.1433 1.27 -0.85 1.89
C -11.4665 -7.6566 8.5041 0.30 0.81 -1.90
C -11.3944 -6.3479 8.9815 0.41 -1.42 2.11
C -10.8965 -6.0785 10.2746 -0.17 0.82 -0.91
C -10.4198 -7.0990 11.0699 0.10 -0.06 1.48
C -10.8547 -12.2030 10.3209 0.42 0.33 0.32
C -11.9351 -13.0225 10.0270 -0.92 0.04 -1.76
C -11.8807 -13.7668 8.8265 -1.27 -0.57 1.43
C -10.6292 -14.0597 8.2958 0.76 1.20 0.49
C -9.5384 -13.4501 8.9037 -0.46 -0.65 -0.89
N -9.6528 -12.3970 9.7624 0.86 -1.24 0.22
H -11.8253 -11.0279 11.5648 -0.11 0.31 0.26
H -7.5632 -9.4075 13.2765 0.72 0.06 -0.05
H -7.6969 -8.6733 15.6856 -0.88 -0.49 -0.50
H -10.0081 -8.7385 16.7635 0.18 -0.09 0.30
H -11.9404 -9.3375 15.4861 0.40 0.13 -0.54
H -11.8202 -9.3622 12.9333 -0.22 -0.06 0.27
H -10.4290 -9.5448 8.7117 -0.67 0.03 -0.27
H -11.8350 -7.9036 7.5002 -0.08 0.44 0.47
H -11.7479 -5.5859 8.3856 -0.79 1.68 -1.07
H -10.8410 -5.0467 10.6427 -0.30 -0.47 -0.18
H -10.2269 -6.9201 12.1748 0.09 -0.32 -1.65
H -12.8817 -12.8802 10.5419 0.21 0.01 -0.06
H -12.8203 -14.2633 8.4304 1.32 0.77 0.52
H -10.5117 -14.6590 7.4168 0.21 -0.55 -0.01
H -8.5405 -13.8275 8.7801 0.14 0.18 -0.63
S -4.1255 -13.5294 11.0061 -1.67 0.68 -0.34
C -5.6176 -12.9319 10.6793 1.37 -0.58 0.93
S -6.1663 -12.5919 9.0406 -1.19 0.56 0.84
S -6.8045 -12.4343 11.9807 -0.75 -0.39 -2.14
C -5.7376 -8.1213 8.5295 -1.25 -0.90 -0.43
Si -5.8329 -8.4870 10.3570 1.59 2.60 0.68
C -6.6182 -7.0464 11.2847 -0.80 1.61 0.31
C -4.1127 -8.9128 10.9961 -1.25 -0.60 1.35
O -6.6761 -9.8586 10.8474 -3.40 -2.17 -2.21
H -6.3236 -7.2346 8.1709 0.67 -0.92 0.60
H -6.1780 -9.0401 8.0402 0.45 0.90 0.00
H -4.6971 -8.0511 8.2051 -0.10 0.05 0.06
H -5.9137 -6.1643 11.4706 -0.52 -1.41 -0.29
H -6.9902 -7.3491 12.3052 0.25 0.35 -0.99
H -7.4700 -6.5120 10.7134 1.06 -1.17 0.82
H -3.5559 -8.0473 11.3014 0.26 0.61 -0.10
H -3.6276 -9.3938 10.1898 0.89 -0.59 -0.83
H -4.0970 -9.5968 11.8817 -0.18 0.43 -0.72
F -8.3773 -10.6070 8.4195 0.91 -0.33 1.07
B -7.7030 -6.9114 5.8086 2.66 -0.22 1.10
F -6.7209 -6.0761 6.3289 -2.21 -1.08 -1.14
F -8.2207 -7.7756 6.7294 -0.14 1.17 -1.52
F -7.8166 -7.0436 4.4970 -0.51 0.20 1.35

***

20
Properties=species:S:1:pos:R:3:forces:R:3 method="wB97M-V/def2-TZVPD" gap_ev="2.53 / 8.66" s_squared=0.75 e_tot_ha=-742.45714 spin_multiplicity=2 total_charge=-1
O 0.4460 -1.4313 -1.5543 -1.23 0.11 0.57
C -0.4828 -1.6998 -0.7918 1.46 -0.08 -1.07
C -0.2777 -2.7810 0.2543 0.05 1.73 -0.63
N -1.3740 -2.6502 1.1972 -0.17 -0.87 2.52
H -1.4993 -1.2620 -0.8859 0.40 -0.08 0.05
H -0.4106 -3.6730 -0.3492 -0.18 -0.58 0.19
H 0.8252 -2.7199 0.4743 -1.01 -0.13 0.64
H -1.4191 -3.4554 1.8509 0.04 0.45 -0.82
H -1.4092 -1.8448 1.8749 0.63 -0.55 -1.51
C 1.3237 1.5930 -0.3643 1.41 0.35 -0.18
C 0.2792 1.5684 0.7277 -0.33 -0.51 0.85
S -1.3292 1.6728 -0.1065 0.07 -0.51 -0.28
N 2.6811 1.6329 0.2718 0.70 1.32 -0.27
H 1.3378 0.7691 -1.1150 -0.51 0.32 0.90
H 1.1253 2.5183 -0.9077 0.09 0.03 -0.34
H 0.3983 0.6899 1.4213 -0.25 0.64 -0.84
H 0.2909 2.4784 1.3742 0.51 -0.50 -0.49
H -2.0269 2.0514 0.9663 -0.38 0.18 0.44
H 3.4594 1.5620 -0.4112 -0.99 -0.31 0.25
H 2.8238 2.6106 0.6061 -0.30 -1.01 0.04

***

22
Properties=species:S:1:pos:R:3:forces:R:3 method="wB97M-V/def2-TZVPD" gap_ev=9.92 smiles="C=NCC[C@@H](C)N.O" e_tot_ha=-383.59959 spin_multiplicity=1
C 2.5998 -0.3062 -0.2553 -0.49 0.17 -0.72
N 2.2640 0.5169 0.6320 0.23 -0.08 0.36
C 1.0714 0.2698 1.4492 0.64 0.71 0.79
C -0.1697 -0.2198 0.7195 -0.02 -0.43 -0.78
C -1.3720 0.7752 0.7642 1.01 -1.20 0.37
C -2.0622 0.7347 -0.5719 -0.23 -0.33 -1.10
N -2.2360 0.4402 1.9125 0.47 0.33 -0.42
H 2.0121 -1.1756 -0.5780 0.06 -0.09 0.30
H 3.4522 -0.0703 -0.8879 0.26 -0.05 0.19
H 0.9226 1.2046 2.0174 -0.46 0.06 -0.65
H 1.3838 -0.3317 2.3077 -0.01 -0.69 -0.36
H -0.3851 -1.2563 1.0012 -0.59 0.36 0.39
H 0.0505 -0.3542 -0.3477 0.40 0.29 0.14
H -0.8329 1.7170 0.9051 -0.65 0.36 0.04
H -2.4489 -0.2719 -0.7735 -0.06 0.04 0.18
H -1.3633 0.9247 -1.3978 0.08 0.02 0.34
H -2.8774 1.4289 -0.7566 -0.20 0.21 0.52
H -3.2124 0.3860 1.6694 -0.12 0.18 -0.09
H -2.1020 1.1616 2.5957 -0.34 0.12 0.50
O 1.8447 -2.1967 -3.4149 0.30 -0.96 0.25
H 0.9983 -1.8935 -3.7383 0.07 0.58 -0.03
H 2.4625 -1.4834 -3.2520 -0.37 0.40 -0.21

***

18
Properties=species:S:1:pos:R:3:forces:R:3 method="wB97M-V/def2-TZVPD" gap_ev=10.12 smiles="CC(=O)O.N=C=O.CO" e_tot_ha=-513.49941 spin_multiplicity=1
C 1.3299 -2.0549 -1.1718 -0.54 -0.06 0.26
C 1.1133 -0.6538 -0.6702 1.27 1.06 -1.18
O 0.7398 0.2628 -1.3952 0.25 -1.05 0.55
O 1.7220 -0.3344 0.4891 -0.48 -0.09 0.13
H 2.3930 -2.2182 -1.3382 0.08 0.11 -0.02
H 0.9807 -2.7794 -0.4404 0.00 -0.09 0.07
H 0.7877 -2.1970 -2.0998 -0.01 0.03 -0.05
H 1.9042 -1.1202 1.0232 -0.09 0.05 -0.15
N -1.1107 -1.0980 0.3965 0.24 0.47 -0.60
C -1.6079 -0.1425 1.0222 -0.37 -2.45 1.57
O -2.0737 0.2522 2.0265 0.17 1.36 -0.95
H -1.6920 -1.7703 -0.0705 -0.25 0.04 -0.01
C -0.8059 2.6054 0.6239 0.17 -0.30 -0.14
O -1.1513 1.4552 -0.1381 1.00 -0.17 -0.87
H -0.4752 3.4015 -0.0427 -0.05 0.14 0.09
H -0.0116 2.3639 1.3344 0.05 0.12 0.02
H -1.6914 2.9011 1.1802 0.00 0.12 -0.04
H -0.3510 1.1265 -0.7290 -1.44 0.70 1.30

***

The evaluated ΔE to the lowest compared entry with this formula, charge and spin for the records listed, in turn: 56.2, 0.0, 67.1, 43.1, 265.5, 205.2 kJ/mol.